Entry 1:
Molecular formula: C4H5CoO2
Method: DFT, ωB97M-V with the def2-TZVPD basis set

Max |F|   5.37 eV/Å
<S²>   6.0271
Total charge   +2
HOMO energy (alpha / beta)   -18.181 / -18.764 eV
LUMO level (alpha / beta)   -12.2595 / -12.8340 eV
Spin multiplicity   5
HOMO-LUMO gap (alpha / beta)   5.921 / 5.930 eV

CARTESIAN COORDINATES (ANGSTROEM)
Co (1.33537, 1.37612, -1.26392)
O (-0.31387, 1.45656, 0.08015)
O (1.30373, -0.45878, -0.94425)
C (-0.68543, -0.86327, 0.36223)
C (0.51808, -1.27747, -0.43247)
C (-0.97135, -1.80720, 1.36191)
C (-0.92227, 0.47496, 0.67626)
H (-1.52587, 0.71884, 1.55470)
H (0.35138, -2.23912, -0.94995)
H (-0.05694, -2.56660, 1.07727)
H (1.57479, 2.85335, -1.90568)
H (-0.60763, 2.33260, 0.38374)

Force components x, y, z for each atom (eV/Å):
Co 1.39 3.26 -1.57
O -0.84 -0.75 0.40
O -1.10 -3.39 1.85
C 0.41 0.22 2.66
C -0.94 1.67 -3.86
C 3.99 -0.72 -3.52
C -0.35 0.79 0.54
H -0.40 0.12 -0.39
H 1.09 -0.47 0.75
H -2.91 -0.23 2.43
H -0.29 -1.06 0.52
H -0.04 0.56 0.19

---

Entry 2:
Molecular formula: C47H43ClN3PRu
Method: DFT, ωB97M-V with the def2-TZVPD basis set

ΔE to the lowest compared entry with this formula, charge and spin   62.9 kJ/mol
Max |F|   0.73 eV/Å
<S²>   0.7568
Total charge   +1
HOMO energy (alpha / beta)   -10.091 / -9.985 eV
LUMO level (alpha / beta)   -2.3006 / -3.1115 eV
Spin multiplicity   2
HOMO-LUMO gap (alpha / beta)   7.790 / 6.873 eV

CARTESIAN COORDINATES (ANGSTROEM)
Ru (0.39864, 0.30953, -0.74697)
Cl (2.23602, 2.17991, -1.30384)
P (-0.74565, 1.63916, -2.21351)
N (1.05384, -0.74580, 3.34432)
N (1.22056, -0.13127, 1.10054)
N (-0.43831, -1.60625, 1.83767)
C (0.60315, -0.80130, 2.06023)
C (0.61215, 4.55702, -4.76645)
C (1.58266, 3.08047, -2.65689)
C (3.10784, 2.83539, 2.29912)
C (-2.73124, -2.57388, -1.51032)
C (-1.17319, -1.87397, 0.65252)
C (0.11144, -3.33814, -4.47979)
C (-1.59645, 3.40251, 1.97180)
C (-0.69887, 3.70973, -0.24293)
C (-2.12590, -2.90368, 0.79027)
C (-3.41717, 2.21663, -2.80784)
C (-0.82782, -2.03646, 6.86067)
C (1.04975, -2.03473, -2.66565)
C (-0.93332, 4.19060, 1.02983)
C (3.61035, 0.18580, 1.52531)
C (-4.56430, 2.09913, -3.58029)
C (3.87166, -1.24845, 1.15538)
C (-2.30735, -3.64059, 2.09316)
C (-3.41757, 0.59808, -5.07314)
C (0.09149, -4.46556, -3.67646)
C (-4.56404, 1.29395, -4.70960)
C (1.52660, -0.73601, -2.14023)
C (-2.04800, 2.14458, 1.62052)
C (2.64928, -1.99504, 5.31995)
C (-0.96924, -1.18141, -0.54137)
C (-0.20104, 3.62283, -4.14402)
C (-2.89997, -3.23935, -0.30376)
C (1.03816, -3.18570, -1.87542)
C (0.39438, -1.19640, 4.51983)
C (0.53622, -2.20704, 6.67982)
C (0.27387, 2.86660, -3.07439)
C (0.56353, -4.38582, -2.37092)
C (-1.78549, -1.57516, -1.61025)
C (2.31202, 0.70280, 1.51978)
C (0.59447, -2.13633, -3.97633)
C (-0.96912, -0.99324, 4.70580)
C (4.64740, 1.03111, 1.91376)
C (-1.14709, 2.43312, -0.61318)
C (-1.84199, 1.66248, 0.32869)
C (2.06286, 2.01255, 1.91275)
C (-2.26897, 1.51802, -3.16753)
C (-2.27342, 0.70484, -4.30117)
C (-1.58224, -1.42699, 5.87048)
C (1.91168, 4.75156, -4.32313)
C (2.40672, 4.01320, -3.25788)
C (4.40558, 2.34278, 2.29451)
C (1.17111, -1.80152, 5.51184)
H (-1.39167, -4.15001, 2.40878)
H (2.86399, -2.49149, 4.37177)
H (3.06481, -2.60010, 6.12289)
H (-1.38213, 0.15224, -4.57893)
H (-2.59049, 1.53684, 2.33347)
H (2.91015, 3.85543, 2.60156)
H (-3.41919, 2.84859, -1.92895)
H (1.38958, -3.11779, -0.84978)
H (-1.65315, -1.09972, -2.57032)
H (1.85461, -0.09522, -2.95727)
H (-3.07859, -4.40035, 1.98928)
H (-1.54445, -0.47846, 3.94628)
H (-2.29367, 0.72278, 0.04204)
H (3.36416, -1.93461, 1.83793)
H (0.61969, -1.25238, -4.60773)
H (0.55290, -5.26949, -1.74568)
H (5.22959, 2.97799, 2.59097)
H (-0.24310, -3.40163, -5.50083)
H (-1.77076, 3.78664, 2.96843)
H (-5.46058, 1.20506, -5.30863)
H (-3.32950, -2.84172, -2.37200)
H (-5.45839, 2.63898, -3.29870)
H (2.54922, 5.47920, -4.80677)
H (-1.21623, 3.47385, -4.48873)
H (1.12591, -2.67660, 7.45738)
H (-2.64402, -1.27213, 6.00825)
H (1.04137, 2.37607, 1.89993)
H (4.93738, -1.46695, 1.19191)
H (3.51485, -1.48284, 0.15143)
H (-0.72853, -2.13621, 2.64462)
H (-0.60164, 5.18562, 1.29618)
H (3.18558, -1.04125, 5.31988)
H (5.66075, 0.64833, 1.91896)
H (-0.27967, -5.40482, -4.06426)
H (1.93399, -0.26978, 3.46888)
H (2.26929, -0.85442, -1.34121)
H (-3.41892, -0.03210, -5.95237)
H (-2.61688, -2.97859, 2.90843)
H (-3.63558, -4.02842, -0.20963)
H (3.41730, 4.15422, -2.90047)
H (0.22935, 5.13363, -5.59717)
H (-1.29777, -2.37205, 7.77503)
H (-0.17527, 4.32938, -0.96014)

Force components x, y, z for each atom (eV/Å):
Ru 0.39 -0.38 -0.27
Cl -0.07 0.05 0.10
P -0.24 0.40 0.29
N 0.00 0.14 -0.05
N -0.34 0.22 0.04
N -0.07 0.05 -0.05
C 0.15 -0.18 0.06
C -0.01 0.00 0.00
C 0.09 -0.05 -0.02
C -0.01 0.01 0.00
C -0.01 -0.02 0.02
C 0.03 -0.06 -0.03
C 0.01 0.07 -0.02
C 0.06 0.03 -0.03
C 0.07 -0.04 -0.08
C 0.03 0.00 0.01
C 0.00 0.00 0.01
C -0.01 0.00 -0.01
C 0.03 -0.21 -0.07
C -0.03 -0.03 0.05
C -0.01 -0.04 0.00
C 0.01 0.00 -0.01
C 0.03 -0.02 -0.02
C 0.01 0.01 0.00
C -0.01 0.01 0.00
C 0.00 -0.01 0.05
C 0.00 -0.01 0.00
C -0.61 -0.07 0.39
C 0.01 0.03 -0.03
C 0.00 0.00 0.00
C -0.02 0.03 0.10
C -0.02 0.00 -0.01
C -0.01 0.01 -0.03
C 0.06 0.09 0.08
C 0.04 -0.07 0.01
C 0.00 0.00 0.00
C 0.02 -0.08 -0.04
C -0.02 -0.05 -0.02
C 0.03 0.07 -0.02
C 0.08 -0.09 -0.05
C -0.05 0.04 -0.05
C 0.00 0.05 0.02
C 0.00 0.03 -0.01
C -0.17 0.12 0.02
C -0.22 0.04 0.02
C 0.00 0.01 0.02
C 0.05 -0.12 -0.04
C 0.02 0.02 -0.03
C 0.00 -0.01 0.02
C 0.01 0.00 0.01
C -0.01 0.01 -0.03
C 0.00 -0.01 -0.01
C -0.01 -0.03 -0.03
H 0.00 0.00 0.00
H 0.00 -0.01 0.00
H 0.00 0.00 0.00
H 0.00 -0.01 0.01
H -0.02 0.01 0.00
H 0.00 0.00 0.00
H 0.00 0.00 0.00
H -0.01 -0.05 -0.02
H 0.01 0.00 -0.02
H 0.25 0.13 0.21
H 0.00 0.00 0.00
H 0.00 0.01 0.01
H 0.04 -0.04 -0.02
H -0.01 0.00 0.00
H 0.01 -0.04 -0.04
H 0.03 0.03 0.04
H 0.00 0.00 0.00
H 0.02 0.05 -0.01
H 0.00 -0.01 0.00
H 0.00 0.00 0.00
H 0.00 0.00 0.00
H 0.00 0.00 0.00
H 0.00 0.00 0.00
H 0.00 0.00 -0.01
H 0.00 0.00 0.00
H 0.00 0.00 0.00
H 0.00 0.00 0.00
H 0.00 0.00 0.01
H 0.01 0.01 0.02
H -0.01 0.01 -0.02
H 0.01 0.00 0.00
H 0.00 0.00 -0.01
H 0.00 0.00 0.00
H -0.01 0.00 0.00
H -0.01 0.05 0.01
H 0.44 -0.09 -0.45
H 0.00 0.00 0.00
H 0.00 0.00 0.00
H 0.00 0.00 0.00
H 0.00 0.00 0.00
H 0.00 0.00 0.00
H 0.00 0.00 0.00
H 0.00 0.00 0.00

---

Entry 3:
Molecular formula: C6H11N2S
Method: DFT, ωB97M-V with the def2-TZVPD basis set

ΔE to the lowest compared entry with this formula, charge and spin   383.6 kJ/mol
Max |F|   3.29 eV/Å
Total charge   +1
HOMO energy   -14.429 eV
LUMO level   -4.5545 eV
HOMO-LUMO gap   9.874 eV

CARTESIAN COORDINATES (ANGSTROEM)
S (-2.28809, 1.10499, -0.03840)
N (-1.01789, 0.06945, 0.23683)
N (-1.39499, -1.12469, 0.19638)
C (1.40810, -1.07956, 0.18086)
C (1.38946, 1.12779, 1.20440)
C (-3.42169, -0.14696, -0.09111)
C (-2.68319, -1.28968, -0.01968)
C (1.32633, 0.88864, -1.37319)
C (1.31826, 0.30650, -0.06390)
H (-4.48073, -0.09053, -0.17789)
H (2.50662, 1.12106, 1.24204)
H (0.97871, 1.88004, -1.28626)
H (0.83082, 0.45705, -2.22737)
H (2.41389, 0.82618, -1.62244)
H (0.87326, 2.07693, 1.20904)
H (-3.10056, -2.20227, 0.08469)
H (0.40370, -1.33411, 0.43615)
H (2.17454, -1.44612, 0.90194)
H (1.14764, 0.41647, 1.92819)
H (1.61582, -1.56119, -0.72030)

Force components x, y, z for each atom (eV/Å):
S -0.47 0.44 0.37
N -0.49 2.04 -0.85
N 1.03 -1.24 0.11
C 2.30 -1.26 0.07
C 1.71 -0.81 -2.69
C 1.28 0.39 -0.39
C -0.86 1.58 0.63
C 0.87 0.27 -0.47
C -1.42 1.13 2.22
H -0.47 0.35 -0.14
H -0.33 0.99 0.40
H 0.10 1.45 -0.24
H -0.26 -0.94 0.14
H -0.36 0.44 0.01
H 0.30 0.15 0.08
H -1.09 -2.97 -0.07
H -0.46 -1.02 0.68
H -0.83 0.64 0.00
H -0.78 -0.44 1.70
H 0.25 -1.19 -1.56

---

Entry 4:
Molecular formula: C39H36N4OPS2SeY
Method: DFT, ωB97M-V with the def2-TZVPD basis set

ΔE to the lowest compared entry with this formula, charge and spin   349.7 kJ/mol
Max |F|   3.60 eV/Å
Total charge   0
HOMO energy   -6.905 eV
LUMO level   -0.3865 eV
HOMO-LUMO gap   6.518 eV

CARTESIAN COORDINATES (ANGSTROEM)
Y (-0.17930, 0.70415, -0.66622)
Se (-0.36030, 2.26679, -3.31473)
S (-3.44904, 4.23298, 0.10057)
S (-1.00778, 2.67497, 0.81288)
P (2.38600, -2.34996, 0.95168)
O (-0.47953, -1.26146, 0.09599)
N (1.57976, 4.46311, -3.08663)
N (-2.97607, 1.79161, -0.93798)
N (-2.45504, 0.55005, -0.68410)
N (2.17384, 2.97123, -4.58639)
C (4.25763, 1.28772, 0.26357)
C (-1.32665, -3.39410, 0.81720)
C (-2.47612, 2.71700, -0.12929)
C (0.77621, 5.15376, -2.10527)
C (-7.06297, 1.55175, 2.30244)
C (-2.32065, -4.38185, 0.78367)
C (5.51194, -5.54738, -0.09278)
C (1.65310, -2.12655, 4.95206)
C (-5.56041, 3.27338, 1.53133)
C (3.23595, 3.88050, -4.47310)
C (5.64235, -4.27716, -0.64537)
C (-1.49623, -2.13056, 0.20794)
C (4.03005, -0.01995, 0.73530)
C (2.45763, 0.97459, -1.31581)
C (2.86704, 4.77040, -3.51340)
C (3.52772, 1.72655, -0.87755)
C (3.57388, -4.79579, 1.04204)
C (-4.06087, -0.55226, -2.20909)
C (2.67381, -2.34171, 2.77027)
C (1.56734, -2.02294, 3.54504)
C (-3.54703, -4.05960, 0.19668)
C (-7.76367, 3.11733, 0.62610)
C (2.80717, -0.68395, 0.40049)
C (2.06286, -0.12847, -0.58021)
C (-3.75833, -2.88730, -0.48323)
C (-2.75997, -1.84841, -0.46721)
C (4.74379, -3.26838, -0.41431)
C (4.08634, -2.55640, 4.74243)
C (3.68404, -3.51334, 0.46240)
C (4.39019, -5.83109, 0.69032)
C (-5.74583, 2.07615, 2.19240)
C (-8.04093, 2.08251, 1.48334)
C (-4.21235, 3.98664, 1.72173)
C (-6.53329, 3.78109, 0.69125)
C (2.16237, 1.72106, -5.28054)
C (1.18613, 3.29464, -3.69322)
C (3.90743, -2.61925, 3.34482)
C (-2.99204, -0.61007, -1.16335)
C (2.90627, -2.37408, 5.53432)
H (4.67166, -3.17808, 2.79952)
H (3.16024, 1.20295, -5.34743)
H (2.71853, -4.94208, 1.65851)
H (-7.33936, 0.75703, 2.99571)
H (-4.38481, 4.94991, 2.22604)
H (6.56614, -4.14824, -1.20629)
H (-4.78245, -2.81631, -0.87221)
H (-4.95230, 1.56844, 2.71162)
H (-6.34573, 4.73711, 0.20383)
H (5.09999, -2.62356, 5.15392)
H (1.42230, 1.02407, -4.85912)
H (0.76919, -2.05323, 5.56029)
H (3.69979, 2.61252, -1.41765)
H (4.73390, -2.30477, -0.89895)
H (-0.21909, 5.24809, -2.54019)
H (1.89067, 1.95782, -6.35051)
H (0.63275, 4.50557, -1.19725)
H (-2.18175, -5.41007, 1.13652)
H (2.95313, -2.26294, 6.61040)
H (3.38741, 5.61883, -3.13011)
H (-9.05545, 1.70108, 1.50107)
H (-3.99537, -1.45595, -2.82334)
H (4.71622, -0.52319, 1.43245)
H (6.25543, -6.32251, -0.35237)
H (-4.38457, -4.73330, 0.14400)
H (1.21247, 6.10542, -1.79646)
H (-0.35690, -3.69043, 1.26879)
H (0.71859, -1.70309, 2.96772)
H (5.03651, 1.92172, 0.66633)
H (1.98283, 1.16418, -2.29310)
H (4.22177, -6.79416, 1.19847)
H (-3.96158, 0.34035, -2.82067)
H (-5.07927, -0.59189, -1.75584)
H (-8.53746, 3.48617, -0.10102)
H (4.06565, 3.84977, -5.10524)
H (-3.62550, 3.33479, 2.35410)

Force components x, y, z for each atom (eV/Å):
Y 1.05 -0.94 -0.38
Se 0.09 0.66 -0.31
S 0.75 0.39 -0.92
S -0.28 0.28 0.48
P -1.26 -0.61 0.33
O -2.00 -1.39 0.65
N 0.79 -1.55 -0.82
N -0.87 1.07 0.86
N 0.36 -3.03 -0.49
N -0.16 0.59 1.93
C -0.22 -0.59 -1.08
C 0.38 -1.43 0.51
C -0.57 -0.72 -0.37
C -0.70 -0.86 1.20
C 0.92 0.20 -0.39
C 0.09 0.98 -0.25
C -0.18 -0.50 -0.37
C 0.82 -0.15 -1.30
C 1.39 0.13 0.06
C -2.15 -0.11 1.21
C 1.52 -1.00 -0.24
C 0.03 1.21 -1.06
C -0.60 0.31 0.51
C 1.16 -0.01 0.23
C -0.53 -0.19 -0.55
C -0.07 -0.82 1.19
C -0.76 1.21 -1.02
C -0.61 -0.46 0.08
C 0.44 0.27 -0.45
C 0.71 -0.18 0.88
C -0.19 -0.23 -0.54
C -0.16 1.72 -1.39
C 3.33 0.43 0.48
C -2.89 -0.51 -1.84
C 0.48 0.88 0.58
C 0.82 -1.52 0.23
C -1.41 0.28 0.54
C -1.73 0.37 -0.16
C 0.87 -0.26 0.07
C 0.93 -0.59 0.87
C -1.99 -0.63 0.81
C -0.59 -0.49 0.19
C -1.33 -0.94 -0.36
C -0.82 -0.02 0.43
C 0.60 -0.93 -2.56
C 0.63 0.34 0.16
C 0.34 -1.20 1.44
C -0.74 3.37 1.03
C 0.73 0.74 -0.64
H 0.11 0.93 -0.29
H -0.84 0.81 0.52
H -0.45 -0.38 0.63
H 0.41 0.03 -0.27
H 0.37 -0.20 -0.41
H -0.35 0.41 -0.26
H 0.69 0.63 -0.23
H 0.31 0.18 0.28
H -0.16 -0.38 -0.25
H -0.61 -0.26 0.09
H 0.31 0.52 -0.09
H -0.11 0.27 0.20
H 0.84 1.29 -0.27
H 0.59 0.14 -0.13
H 0.04 0.41 0.14
H 0.05 -0.56 0.97
H 0.27 0.58 -0.74
H 0.24 0.62 0.17
H 0.24 -0.38 0.06
H 0.13 0.33 0.05
H 0.08 -0.16 0.07
H 0.06 0.22 -0.06
H -0.22 0.56 -0.12
H -0.52 0.51 0.29
H 0.08 -0.55 0.30
H -0.01 -0.17 -0.36
H -0.62 0.69 -0.48
H -0.76 -0.11 0.38
H 0.19 -0.20 -0.04
H 0.04 0.35 0.55
H 0.25 0.35 -0.61
H -0.12 0.02 0.07
H 0.68 0.29 -0.18
H 0.77 -0.39 0.96
H 1.09 -0.15 -0.62
H 0.56 0.20 0.14

---

Entry 5:
Molecular formula: C4H9NO
Method: DFT, ωB97M-V with the def2-TZVPD basis set

ΔE to the lowest compared entry with this formula, charge and spin   192.0 kJ/mol
Max |F|   1.21 eV/Å
Total charge   0
HOMO energy   -8.858 eV
LUMO level   1.0481 eV
Structure (SMILES)   CN(C)CC=O
HOMO-LUMO gap   9.906 eV

CARTESIAN COORDINATES (ANGSTROEM)
O (-1.46050, -1.76462, -1.91710)
N (0.27589, 0.38520, -0.05757)
C (1.34746, -0.61554, -0.01235)
C (-1.04521, -0.22513, -0.15419)
C (0.42297, 1.27618, 1.12112)
C (-1.35110, -0.60375, -1.61133)
H (-1.09988, -1.14901, 0.43224)
H (-1.76821, 0.50322, 0.20922)
H (-0.49293, 1.30522, 1.71731)
H (1.17949, -1.28453, 0.84795)
H (2.30340, -0.12436, 0.12298)
H (1.36268, -1.19905, -0.93141)
H (-1.55517, 0.23393, -2.31256)
H (0.64135, 2.27918, 0.76976)
H (1.23975, 0.98305, 1.77595)

Force components x, y, z for each atom (eV/Å):
O 0.13 0.43 -0.45
N 0.52 0.21 0.64
C -0.72 -0.07 -0.02
C 0.70 0.06 -0.45
C -0.44 0.07 -0.58
C -0.49 -0.29 1.07
H -0.22 -0.06 0.11
H -0.23 -0.05 -0.14
H 0.07 0.01 -0.01
H 0.17 -0.15 -0.14
H 0.14 0.09 -0.14
H 0.04 -0.07 0.02
H 0.30 -0.22 -0.02
H -0.02 0.28 0.08
H 0.04 -0.24 0.03

---

Entry 6:
Molecular formula: C2H4N2O
Method: DFT, ωB97M-V with the def2-TZVPD basis set

ΔE to the lowest compared entry with this formula, charge and spin   181.0 kJ/mol
Max |F|   3.76 eV/Å
Total charge   0
HOMO energy   -9.419 eV
LUMO level   0.5432 eV
Structure (SMILES)   C=NNC=O
HOMO-LUMO gap   9.962 eV

CARTESIAN COORDINATES (ANGSTROEM)
O (2.57189, -0.06943, -0.20495)
N (-0.88521, 0.69448, 0.07835)
N (0.44349, 0.80727, -0.04320)
C (-1.51845, -0.41603, -0.16171)
C (1.38304, -0.14775, 0.19922)
H (1.01909, -0.92129, 0.99494)
H (0.74654, 1.72897, -0.31313)
H (-2.54466, -0.35760, 0.10422)
H (-1.21575, -1.31862, -0.65374)

Force components x, y, z for each atom (eV/Å):
O -3.54 -0.27 1.24
N -2.03 -1.44 0.37
N 0.81 -0.24 -0.89
C 1.02 2.18 0.45
C 2.96 -0.64 0.46
H 0.48 0.81 -1.60
H 0.18 -0.01 -0.06
H -0.84 0.01 0.03
H 0.96 -0.40 0.01